# 1
# C4H13NO2

A cluster of 2 separate species, C4H13NO2 in total at a distorted geometry (ωB97M-V/def2-TZVPD, the OMol25 dataset).

Results
- Molar mass: 107.15 g mol⁻¹
- Multiplicity: 1
- Frontier orbital gap: 0.3468 Eh

```
20
Properties=species:S:1:pos:R:3:forces:R:3
C -0.91426 0.04266 2.06831 -0.308 -0.407 0.326
C 0.01132 -0.60190 1.05907 -0.138 -1.000 0.402
O 0.55426 -1.81958 1.64304 -0.142 0.343 -0.068
C -0.75000 -1.02474 -0.19425 -0.164 -0.065 0.039
C 0.01671 -0.95173 -1.49634 0.789 0.767 0.019
N 0.81699 0.29187 -1.56998 -0.587 0.242 -0.087
H -1.74141 -0.65457 2.23920 0.010 0.072 0.084
H -0.41956 0.19415 3.03449 -0.002 0.132 -0.167
H -1.35231 0.97714 1.72997 0.152 0.206 -0.113
H 0.86122 0.01706 0.82786 0.138 0.511 -0.324
H 1.01187 -1.54303 2.44555 0.047 -0.182 -0.083
H -1.65724 -0.42766 -0.29836 0.004 0.278 0.084
H -1.11236 -2.05170 -0.06697 0.117 0.107 0.189
H -0.70506 -1.02453 -2.30252 -0.127 -0.233 -0.355
H 0.73177 -1.75661 -1.56222 0.078 -0.521 -0.105
H 0.21398 1.08401 -1.34986 0.214 -0.070 0.032
H 1.13093 0.48692 -2.51778 -0.014 -0.321 0.103
O 0.14199 3.21024 -1.25500 -0.469 1.249 -0.130
H 0.86094 3.77348 -1.58108 -0.005 -0.414 0.116
H -0.59091 3.85785 -1.19545 0.406 -0.695 0.040
```
Forces are in eV/Å.



# 2
# C8H7NNiO4

A structure of composition C8H7NNiO4 at a distorted geometry (ωB97M-V/def2-TZVPD, the OMol25 dataset).

Results
- Molar mass: 239.84 g mol⁻¹
- Multiplicity: 3
- Frontier orbital gap (spin up / spin down): 0.2715 / 0.1650 Eh
- Total charge: +2

```
21
Properties=species:S:1:pos:R:3:forces:R:3
Ni 0.64938 -0.96791 -0.47602 1.003 -0.808 0.703
C 1.84247 -2.41891 -0.56849 2.014 -4.928 1.105
O 2.35746 -3.41636 -0.30174 -1.637 3.841 -1.246
C -0.01984 -0.27583 -1.91377 -3.185 2.254 -8.378
O -0.55785 0.24797 -2.80614 1.715 -1.522 3.409
C 1.57223 0.59400 -0.64147 3.897 5.506 2.738
O 2.02638 1.63518 -0.43250 -1.552 -3.141 -1.239
C -1.10913 -1.36348 -0.19011 -5.953 -2.384 3.002
O -2.13395 -1.59317 0.29672 3.211 0.943 -1.924
C -1.79708 2.41018 1.12512 0.103 -0.089 4.174
H -2.55166 1.85019 1.70368 0.294 0.410 -0.284
H -1.01024 2.93180 1.70406 -0.440 -0.331 -0.410
C -1.83208 2.43711 -0.21740 0.043 0.110 -4.032
H -1.12345 3.05162 -0.79672 -0.447 -0.151 0.267
H -2.55192 1.83130 -0.79023 0.313 0.263 0.273
C 0.54568 -1.93419 3.92925 -0.052 -0.277 0.760
C 0.42981 -1.36135 2.60560 1.019 -0.180 -1.964
N 0.56401 -1.06026 1.49047 -0.123 -0.062 3.475
H 1.47742 -1.54380 4.37766 -0.454 -0.084 -0.087
H 0.65163 -3.04102 3.84942 -0.199 0.755 -0.077
H -0.32083 -1.68543 4.56606 0.430 -0.123 -0.265
```
Forces are in eV/Å.



# 3
# C3H3NO2

The molecule C3H3NO2 (ωB97M-V/def2-TZVPD, the OMol25 dataset).

Results
- Molar mass: 85.06 g mol⁻¹
- Multiplicity: 1
- Frontier orbital gap: 0.3231 Eh

```
9
Properties=species:S:1:pos:R:3:forces:R:3
O -1.90599 0.14815 -1.20434 -0.006 0.124 0.113
C -0.77546 -0.13874 -0.51007 0.128 -0.321 -0.134
C -0.09578 -1.31939 -0.61654 -0.094 0.527 0.134
O 1.03698 -0.88855 0.47167 0.107 -0.049 -0.126
C 0.79100 0.44692 0.85534 -0.294 0.115 -0.087
N -0.28002 0.86764 0.34104 0.338 -0.182 0.139
H -2.13243 1.06434 -0.99918 -0.042 -0.119 -0.058
H 1.90794 -1.08365 0.08440 -0.076 -0.030 0.146
H 1.45375 0.90328 1.57769 -0.060 -0.065 -0.127
```
Forces are in eV/Å.



# 4
# C34H31N4O6S3V

A structure of composition C34H31N4O6S3V (ωB97M-V/def2-TZVPD, the OMol25 dataset).

Results
- Molar mass: 738.79 g mol⁻¹
- Multiplicity: 2
- Frontier orbital gap (spin up / spin down): 0.1952 / 0.2249 Eh
- Total charge: +1

```
79
Properties=species:S:1:pos:R:3:forces:R:3
V -0.04205 0.62052 0.04505 0.515 -0.054 -0.182
O 2.44622 0.82313 -0.20270 -0.074 0.140 0.312
C 2.90194 0.72914 -1.57621 0.014 -0.419 -0.151
C 1.59317 0.57075 -2.35010 -0.683 0.064 0.449
O 1.36776 0.20952 -3.44629 0.391 0.054 -0.202
O 0.51716 0.98534 -1.54086 -0.092 0.101 -0.241
C 3.51773 2.04555 -2.04234 0.039 0.019 -0.042
C 4.84110 2.13332 -2.45594 -0.019 0.032 0.023
C 5.36562 3.35527 -2.85868 0.010 -0.026 0.006
C 4.57036 4.48812 -2.87056 0.032 0.021 -0.013
C 3.23435 4.39627 -2.50431 -0.042 0.024 0.002
C 2.70801 3.18265 -2.09855 0.045 0.003 -0.031
C 3.80952 -0.49456 -1.67954 -0.025 0.068 0.028
C 4.89965 -0.55527 -0.80683 -0.027 0.021 -0.008
C 5.72801 -1.66299 -0.78081 0.012 0.003 0.013
C 5.48530 -2.72726 -1.63906 0.018 -0.017 0.010
C 4.41701 -2.66741 -2.51579 -0.014 -0.002 -0.021
C 3.57750 -1.55953 -2.53789 0.004 -0.026 -0.027
H 3.20699 0.70952 0.38092 -0.048 -0.074 0.020
H 5.46634 1.25298 -2.48180 0.007 0.000 0.009
H 6.39866 3.41117 -3.17455 -0.001 0.010 0.001
H 4.98206 5.43747 -3.18601 -0.003 -0.004 -0.012
H 2.59421 5.26721 -2.55614 0.002 0.000 0.008
H 1.64978 3.12315 -1.86885 0.006 0.015 0.005
H 5.13653 0.28397 -0.15810 -0.015 -0.004 0.005
H 6.56695 -1.69068 -0.09841 0.004 0.001 -0.006
H 6.13089 -3.59503 -1.62495 0.002 0.005 0.000
H 4.22330 -3.48832 -3.19317 0.003 -0.003 0.007
H 2.75349 -1.54388 -3.23427 -0.007 0.022 0.007
O 0.62959 -0.41599 1.74488 -0.092 -0.033 0.034
C -0.24086 -0.93800 2.81795 0.022 0.042 0.002
C -0.60728 0.16549 3.77315 -0.015 -0.094 -0.001
C -1.42561 1.27890 3.10516 -0.086 0.017 -0.009
C -0.57401 2.39257 2.57603 -0.053 0.131 0.107
C -0.49860 3.58840 3.27825 0.027 -0.046 -0.064
C 0.32693 4.60880 2.83795 -0.029 -0.038 0.002
C 1.08006 4.40413 1.69623 0.040 -0.048 0.001
C 0.96189 3.19590 1.04267 0.035 0.118 -0.115
N 0.14835 2.21337 1.45366 0.007 -0.020 0.024
H 1.03188 -1.18647 1.30486 -0.004 0.010 0.033
H 0.32451 -1.73114 3.30255 -0.032 0.017 0.045
H -1.13353 -1.35641 2.35119 0.002 -0.001 0.012
H 0.28203 0.56039 4.26802 0.003 0.036 -0.023
H -1.21706 -0.30134 4.54932 0.010 -0.019 -0.008
H -2.11938 1.70444 3.82893 0.040 0.018 0.018
H -2.04475 0.84517 2.31735 0.037 -0.012 0.006
H -1.09681 3.70581 4.17077 0.003 0.001 0.008
H 0.38084 5.54306 3.38052 0.001 0.003 -0.003
H 1.74762 5.15825 1.30593 0.002 -0.005 -0.007
H 1.53461 2.99756 0.15194 0.003 0.030 -0.008
O -3.10032 -0.43333 0.78565 -0.017 0.054 -0.124
C -3.03722 0.50197 0.01885 -0.241 -0.229 0.210
C -4.17422 1.17195 -0.72334 -0.017 -0.062 0.067
C -3.57749 2.48851 -1.21828 0.063 0.055 -0.021
C -2.10107 2.39465 -0.87915 -0.070 0.185 -0.146
O -1.23896 3.20914 -1.10957 -0.054 -0.054 0.047
N -1.86120 1.18454 -0.23171 0.400 -0.134 0.113
H -5.02324 1.28417 -0.05150 -0.004 0.011 -0.018
H -4.48322 0.50703 -1.53107 0.014 0.016 -0.025
H -3.98979 3.36486 -0.71761 -0.006 -0.012 0.008
H -3.67602 2.65715 -2.28943 -0.018 -0.030 -0.003
S -2.06953 -5.85380 2.53225 0.046 0.011 -0.124
C -1.77776 -4.69073 1.41768 0.182 0.068 0.404
S -0.21154 -3.91729 1.18186 -0.169 -0.139 -0.113
C -0.94116 -2.80499 0.05907 -0.041 0.101 -0.076
N -2.18586 -3.02291 -0.17093 0.077 -0.039 0.050
N -2.64431 -4.06707 0.56801 0.041 0.020 -0.105
C -4.03537 -4.38606 0.44462 -0.132 -0.032 -0.047
C -4.42625 -5.69155 0.19337 0.034 0.042 0.005
C -5.77556 -5.96803 0.04408 0.002 -0.006 0.005
C -6.71315 -4.94983 0.14309 -0.020 -0.017 -0.002
C -6.30360 -3.64900 0.39624 -0.020 0.025 0.008
C -4.95752 -3.35743 0.55158 0.019 -0.011 0.020
S -0.03633 -1.60710 -0.83739 -0.043 0.098 -0.117
H -3.68778 -6.47784 0.12505 -0.004 0.017 -0.021
H -6.09174 -6.98314 -0.15399 -0.009 0.002 0.002
H -7.76530 -5.17092 0.02280 0.001 -0.005 0.005
H -7.03574 -2.85646 0.47882 0.000 -0.004 -0.003
H -4.61669 -2.34948 0.75034 0.009 -0.014 -0.022
```
Forces are in eV/Å.



# 5
# C20H23N3O2S

The molecule C20H23N3O2S at a distorted geometry (ωB97M-V/def2-TZVPD, the OMol25 dataset).

Results
- Molar mass: 369.49 g mol⁻¹
- Multiplicity: 1
- Frontier orbital gap: 0.3211 Eh

```
49
Properties=species:S:1:pos:R:3:forces:R:3
C -4.84831 -3.21421 0.08775 -0.142 0.088 -0.121
C -5.12488 -1.86231 -0.57410 0.093 -0.169 0.124
C -4.01668 -0.89684 -0.27179 -0.106 0.125 -0.025
C -4.03906 -0.13496 0.89017 -0.077 -0.094 -0.094
C -2.99908 0.71801 1.20355 0.274 0.088 -0.085
C -1.90190 0.83645 0.35088 -0.474 -0.429 -0.210
C -0.78729 1.72997 0.64598 0.549 0.492 0.250
N -0.03184 2.06164 -0.32931 -0.814 -0.592 -0.175
N 1.03267 2.87636 -0.14097 0.155 0.599 0.157
C 1.67919 3.28895 -1.37260 0.301 0.116 -0.154
C 2.79839 2.31888 -1.78173 -0.251 0.009 -0.063
C 2.23557 0.90875 -1.86328 0.420 0.392 0.268
O 1.75112 0.43667 -2.86773 -0.250 -0.118 -0.494
N 2.28500 0.24167 -0.68693 0.085 -0.190 0.362
C 1.74094 -1.09106 -0.51844 -0.087 0.097 -0.089
C 2.79531 -2.04443 -0.06846 0.049 -0.123 0.370
C 3.59330 -2.84279 -0.82629 -0.253 0.151 0.066
C 4.53359 -3.57214 -0.06313 0.126 -0.067 0.154
C 4.44323 -3.31134 1.26415 -0.127 0.218 0.227
S 3.20642 -2.17016 1.61419 0.056 -0.217 -0.581
C 1.63769 3.09331 1.06114 -0.080 -0.133 0.375
O 2.66592 3.73409 1.15316 0.166 0.053 0.043
C 0.96762 2.40857 2.23762 -0.078 0.129 -0.025
C -0.53719 2.25602 2.03654 0.208 -0.021 -0.134
C -1.88317 0.07875 -0.82345 0.017 0.063 0.168
C -2.92283 -0.77568 -1.12275 -0.058 0.028 0.051
H -3.91445 -3.63162 -0.28189 0.087 -0.073 0.002
H -4.76771 -3.09839 1.16630 0.025 -0.032 0.102
H -5.65187 -3.91450 -0.12742 -0.046 -0.128 0.017
H -6.07270 -1.46766 -0.20237 -0.012 0.028 -0.086
H -5.21095 -2.00134 -1.65325 -0.068 0.064 0.001
H -4.88655 -0.20818 1.55715 -0.101 -0.007 0.061
H -3.05736 1.31027 2.10462 0.023 0.046 0.108
H 0.90717 3.31035 -2.14257 0.068 0.057 0.107
H 2.09450 4.28710 -1.21963 -0.081 -0.113 -0.077
H 3.61072 2.37465 -1.05629 0.012 0.023 -0.009
H 3.16920 2.60799 -2.76433 0.029 -0.076 0.021
H 2.73924 0.65929 0.11010 0.048 0.055 -0.166
H 1.35381 -1.38616 -1.49734 -0.020 -0.005 0.190
H 0.91483 -1.06167 0.20272 -0.007 -0.043 -0.161
H 3.50756 -2.90959 -1.89580 -0.055 0.024 -0.226
H 5.24302 -4.25929 -0.48783 0.133 -0.133 -0.034
H 5.02454 -3.71612 2.06841 0.157 -0.133 0.119
H 1.19866 2.97056 3.14294 0.079 -0.037 -0.110
H 1.43159 1.42008 2.33674 0.013 0.032 -0.004
H -0.94838 1.59092 2.79551 -0.061 0.069 -0.053
H -1.02840 3.23078 2.13122 -0.033 -0.031 0.051
H -1.03982 0.17777 -1.48844 0.104 -0.016 -0.107
H -2.89038 -1.35741 -2.03271 0.000 -0.067 -0.113
```
Forces are in eV/Å.



# 6
# C23H25N3OS2Ti

A structure of composition C23H25N3OS2Ti (ωB97M-V/def2-TZVPD, the OMol25 dataset).

Results
- Molar mass: 471.47 g mol⁻¹
- Multiplicity: 1
- Frontier orbital gap (spin up / spin down): 0.2694 / 0.2695 Eh

```
55
Properties=species:S:1:pos:R:3:forces:R:3
Ti 0.42461 -0.94910 -0.48111 -0.085 0.070 0.123
C 1.40053 -2.65929 2.11561 -0.011 -0.008 0.069
N 1.87160 -1.44253 1.41196 -0.125 0.126 -0.072
C 1.86733 -0.27587 2.31098 -0.025 0.001 0.081
C 0.47147 0.29961 2.41129 0.021 -0.049 0.013
N -0.04119 0.73581 1.08622 -0.034 0.086 0.045
C 0.63833 1.97689 0.67715 0.027 -0.016 -0.006
C -1.49087 0.87022 1.18947 0.024 -0.060 0.001
C -2.09937 2.10094 1.38196 0.008 0.011 -0.002
C -3.47852 2.19019 1.51902 -0.013 -0.009 -0.004
C -4.24380 1.03540 1.48054 0.008 -0.002 0.000
C -3.63476 -0.19478 1.28666 0.015 0.018 0.003
C -2.25358 -0.30696 1.12151 -0.052 0.038 -0.001
S -1.51045 -1.86458 0.78545 0.072 -0.028 0.001
C 3.19436 -1.71891 0.88563 0.228 0.033 -0.280
C 4.33783 -1.74432 1.67430 -0.115 -0.083 0.100
C 5.56605 -2.02290 1.09415 -0.025 0.000 -0.003
C 5.64914 -2.27350 -0.26960 0.063 -0.003 0.022
C 4.50992 -2.22894 -1.05401 -0.048 0.016 -0.009
C 3.27493 -1.94803 -0.48054 -0.068 -0.066 -0.086
S 1.87987 -0.39705 -2.32319 -0.015 0.097 -0.043
H 1.27658 -3.45603 1.38555 0.008 0.001 -0.005
H 0.43937 -2.47216 2.58407 -0.004 -0.010 -0.017
H 2.13497 -2.95815 2.87087 0.005 0.001 -0.003
H 2.56925 0.45954 1.91636 -0.005 -0.003 -0.008
H 2.20962 -0.54407 3.31775 0.013 -0.007 -0.014
H 0.46372 1.14844 3.10498 -0.019 0.008 -0.014
H -0.21497 -0.45435 2.79242 0.001 0.003 -0.005
H 0.13880 2.39849 -0.19039 -0.011 -0.005 -0.001
H 1.66806 1.75608 0.39954 -0.003 0.008 -0.003
H 0.64032 2.72086 1.48076 0.010 -0.001 0.003
H -1.50823 3.00570 1.42404 -0.002 -0.003 0.002
H -3.94248 3.15716 1.66141 -0.007 -0.003 -0.001
H -5.31945 1.08915 1.59124 0.000 0.009 0.002
H -4.23075 -1.09740 1.23612 0.003 -0.004 0.000
H 4.27564 -1.55221 2.73911 0.001 0.006 -0.003
H 6.45712 -2.03984 1.70781 0.004 -0.002 -0.003
H 6.60777 -2.48897 -0.72356 0.003 0.000 0.014
H 4.57004 -2.38520 -2.12335 -0.019 0.001 -0.003
C -4.03403 2.38889 -4.11546 0.003 0.001 0.000
C -3.02792 1.61093 -3.32112 0.009 -0.011 0.009
C -1.72151 2.06126 -3.15932 -0.011 0.012 0.000
C -0.83197 1.32493 -2.40549 -0.009 0.005 0.009
N -1.16022 0.19170 -1.77084 0.081 -0.026 -0.111
C -2.41021 -0.25176 -1.94181 0.025 -0.054 0.040
C -3.35447 0.41311 -2.70236 -0.001 0.010 0.000
H -3.55747 2.93285 -4.93002 -0.002 0.001 -0.001
H -4.53192 3.11952 -3.47446 0.001 0.000 0.001
H -4.79966 1.73535 -4.53077 0.000 0.000 0.000
H -1.38456 2.97323 -3.63519 -0.006 0.001 -0.001
H 0.19838 1.63992 -2.31268 0.004 -0.011 -0.001
H -2.65087 -1.17890 -1.43866 -0.010 0.001 -0.002
H -4.34545 -0.01062 -2.80025 0.000 -0.002 -0.003
O 1.01285 -2.64870 -1.18255 0.092 0.045 -0.013
C 2.03021 -1.77104 -1.27720 -0.003 -0.141 0.182
```
Forces are in eV/Å.